(w)
Here is a cluster of 2 separate species, C4H10N2O2 in total from the Open Molecules 2025 dataset. Energies are from ωB97M-V/def2-TZVPD.

Structure (XYZ):
```
18
Properties=species:S:1:pos:R:3
H 1.83 -1.14 -1.24
H 1.69 -0.80 0.40
O -2.08 -0.78 -1.09
N -1.57 -1.83 0.87
H 1.65 1.08 -1.81
H 0.24 2.57 -0.11
H 2.25 1.29 -0.15
N 1.35 -0.59 -0.54
H -1.49 1.06 1.13
C 0.09 1.51 -0.34
C -1.34 -0.94 -0.13
O 0.33 0.37 1.78
H -2.46 -2.31 0.94
C 1.44 0.89 -0.76
H -1.02 -1.75 1.72
H 0.18 -0.83 -0.41
H -0.64 1.42 -1.14
C -0.45 0.79 0.89
```

Values from the calculation:
- Multiplicity: 1

(x)
Here is a cluster of 2 separate species, C4H10N2O2 in total from the Open Molecules 2025 dataset. Energies are from ωB97M-V/def2-TZVPD.

Structure (XYZ):
```
18
Properties=species:S:1:pos:R:3
C 0.31 -1.86 0.10
H -0.39 0.44 1.01
H -1.72 -2.23 -0.33
O 1.16 1.78 -0.47
H 1.94 -0.69 -0.70
H -0.98 -3.62 0.37
H -1.51 1.77 -1.35
N 0.22 -1.21 1.41
H -1.78 2.94 -0.26
C 1.21 -1.52 -0.81
N -1.04 2.58 -0.89
H 1.09 -2.17 -1.70
H 1.19 -0.99 1.71
O -0.59 1.40 0.97
H -0.09 -1.90 2.10
C -0.80 -2.78 -0.33
H -0.63 -3.18 -1.33
C -0.04 1.93 -0.16
```

Values from the calculation:
- SMILES: C=C(C)N.NC(=O)O
- Multiplicity: 1

Relative energies, kJ/mol: (w) 146.8; (x) 0.0.

(w)
Here is an isolated molecule of C4H10N2O2 from the Open Molecules 2025 dataset. Energies are from ωB97M-V/def2-TZVPD.

Structure (XYZ):
```
18
Properties=species:S:1:pos:R:3
N 2.56 1.43 0.16
H -1.80 -2.19 -0.06
C -1.60 -1.17 0.26
O -3.04 0.51 -0.68
C -2.16 -0.28 -0.83
H 2.96 1.99 0.90
C 1.85 0.29 0.75
C 0.37 0.26 0.38
H 0.25 0.68 -0.63
H 0.37 -1.75 -0.03
H -0.22 0.94 0.99
H -2.09 -0.86 1.18
H -1.84 0.06 -2.70
O -1.59 -0.58 -2.02
H 1.91 2.07 -0.29
H 2.28 -0.59 0.29
H 1.94 0.27 1.83
N -0.17 -1.08 0.50
```

Values from the calculation:
- SMILES: NCCNCC(=O)O
- Multiplicity: 1

(x)
Here is an isolated molecule of C4H10N2O2 from the Open Molecules 2025 dataset. Energies are from ωB97M-V/def2-TZVPD.

Structure (XYZ):
```
18
Properties=species:S:1:pos:R:3
H -1.32 -0.21 1.44
H 2.89 -0.45 1.16
C -1.87 -0.12 0.48
H 2.21 0.45 0.11
N 2.62 -0.43 0.20
C -1.22 0.99 -0.25
H 1.50 -2.18 -0.05
H -0.49 -0.97 -0.96
H -1.76 0.95 -1.23
C 0.25 0.94 -0.62
H -2.91 0.23 0.73
C 1.27 -1.15 0.12
O 0.88 1.43 0.49
H -1.42 1.95 0.21
O -1.91 -1.37 -0.15
H 0.53 -1.11 0.93
N 0.49 -0.49 -1.07
H 0.27 1.54 -1.54
```

Values from the calculation:
- Multiplicity: 1

(y)
Here is an isolated molecule of C4H10N2O2 from the Open Molecules 2025 dataset. Energies are from ωB97M-V/def2-TZVPD.

Structure (XYZ):
```
18
Properties=species:S:1:pos:R:3
H 0.27 1.81 -1.52
C 0.66 0.90 0.40
H 0.92 -3.08 0.17
N -0.70 0.11 0.42
H -1.70 0.51 -1.24
C 0.77 2.03 -0.58
H -0.94 -0.10 1.39
C 0.38 -2.27 0.66
O 0.94 -0.62 -1.02
H -1.96 1.60 -0.05
H 1.06 -1.81 1.38
H 0.37 2.95 -0.14
H 1.83 2.17 -0.79
H -0.84 -1.65 -1.02
C -0.01 -1.26 -0.40
H -0.49 -2.69 1.17
O 1.30 0.80 1.42
N -1.86 0.61 -0.24
```

Values from the calculation:
- SMILES: CC(=O)[N@@H+](N)[C@H](C)[O-]
- Multiplicity: 1

(z)
Here is an isolated molecule of C4H10N2O2 from the Open Molecules 2025 dataset. Energies are from ωB97M-V/def2-TZVPD.

Structure (XYZ):
```
18
Properties=species:S:1:pos:R:3
N -0.10 -0.08 -1.86
H -0.73 -1.87 -0.83
N -0.56 0.47 1.45
H -0.01 1.03 -1.73
H 0.17 0.25 3.42
C 0.08 -0.47 0.65
H -0.99 2.05 3.35
H -1.71 -0.37 -0.82
C -0.68 -0.78 -0.71
H 1.22 -0.22 -3.54
C 0.33 0.94 2.54
H 1.21 -0.36 0.52
C 0.64 -0.75 -2.79
H -0.01 -1.45 1.22
O 0.60 -1.97 -2.95
O -0.23 2.23 2.93
H -0.97 1.20 1.01
H 1.33 1.25 2.26
```

Values from the calculation:
- SMILES: O=CNCCNCO
- Multiplicity: 1

Relative energies, kJ/mol: (w) 0.0; (x) 723.4; (y) 217.6; (z) 156.3.

(w)
Here is a structure of composition C4H10N2O2 from the Open Molecules 2025 dataset. Energies are from ωB97M-V/def2-TZVPD.

Structure (XYZ):
```
18
Properties=species:S:1:pos:R:3
O 1.25 0.41 2.86
H 0.68 -0.20 -2.34
H -1.28 -2.33 -1.47
C -0.34 0.80 1.08
H -1.22 0.00 -1.68
H -2.25 0.59 1.36
H -0.76 0.21 3.08
N 1.06 -0.05 -0.83
C -0.37 -0.58 -2.03
H 0.08 -2.51 -2.48
H 1.90 0.62 2.17
N -0.65 -1.91 -2.14
O -1.66 0.85 0.65
H 1.53 1.58 0.41
H 1.19 -0.88 -0.26
H 0.20 1.84 -0.68
C 0.65 1.09 -0.02
C -0.02 0.46 2.33
```

Values from the calculation:
- Multiplicity: 1

(x)
Here is an isolated molecule of C4H10N2O2 from the Open Molecules 2025 dataset. Energies are from ωB97M-V/def2-TZVPD.

Structure (XYZ):
```
18
Properties=species:S:1:pos:R:3
H 1.85 -2.09 0.98
H -0.51 -0.35 1.44
H 3.14 -1.03 0.66
H -1.18 2.83 -0.67
H 0.94 -0.44 -1.92
O 1.39 -1.04 -1.31
N 2.16 -1.13 0.87
H -2.48 1.60 -0.67
C -0.52 -0.49 0.37
N 1.55 0.93 -0.08
O -0.54 0.95 -0.36
C -1.55 1.92 -0.19
C -1.45 -1.36 -0.12
C 1.32 -0.44 -0.04
H -1.56 -1.49 -1.19
H -2.18 -1.83 0.52
H 1.35 1.33 0.84
H -1.73 2.12 0.87
```

Values from the calculation:
- Multiplicity: 1

(y)
Here is an isolated molecule of C4H10N2O2 from the Open Molecules 2025 dataset. Energies are from ωB97M-V/def2-TZVPD.

Structure (XYZ):
```
18
Properties=species:S:1:pos:R:3
C 0.62 1.10 -0.40
H -1.08 -2.79 -0.93
H -1.54 -1.34 0.77
H 2.44 1.10 0.53
C -1.02 -0.76 0.01
N 1.96 1.39 -0.29
C 0.13 0.06 0.60
C -0.37 -1.97 -0.78
O -1.91 -0.09 -0.81
H -1.58 0.75 -1.16
O -0.07 1.75 -1.15
N -0.39 0.76 1.80
H -1.09 1.45 1.53
H 0.88 -0.60 1.01
H 0.32 1.33 2.28
H 2.34 1.96 -1.03
H -0.08 -1.76 -1.81
H 0.44 -2.35 -0.17
```

Values from the calculation:
- SMILES: C[C@H](O)[C@H](N)C(N)=O
- Multiplicity: 1

(z)
Here is an isolated molecule of C4H10N2O2 from the Open Molecules 2025 dataset. Energies are from ωB97M-V/def2-TZVPD.

Structure (XYZ):
```
18
Properties=species:S:1:pos:R:3
N 0.86 -0.60 -0.98
O 0.68 2.44 0.70
N -1.99 0.10 1.24
C 0.01 -1.43 -1.89
H 0.42 -1.51 -2.94
H -0.48 1.17 -0.63
H 1.28 0.53 1.67
H 0.02 -2.51 -1.66
H 2.10 1.12 0.27
C -0.77 -0.51 0.86
H -2.55 -0.35 1.96
O -0.44 -1.63 1.28
H -2.29 0.97 0.91
C 1.15 1.02 0.77
H 1.32 3.14 0.93
H 1.50 -1.15 -0.39
H -1.02 -1.17 -1.99
C 0.21 0.35 -0.12
```

Values from the calculation:
- SMILES: CN[C@H](CO)C(N)=O
- Multiplicity: 1

Relative energies, kJ/mol: (w) 369.6; (x) 539.7; (y) 0.0; (z) 113.3.

(w)
Here is a cluster of 2 separate species, C4H10N2O2 in total from the Open Molecules 2025 dataset. Energies are from ωB97M-V/def2-TZVPD.

Structure (XYZ):
```
18
Properties=species:S:1:pos:R:3
H 3.98 0.33 0.87
O -0.63 -0.30 0.71
H 1.86 -1.27 -0.65
C 3.59 -0.64 0.53
O 1.74 1.33 0.73
H 4.41 -1.22 0.12
N 1.62 0.70 -0.30
C -2.47 0.65 -0.24
N -1.73 0.17 0.91
H -2.52 1.73 -0.09
H -4.48 0.48 -1.00
H -4.34 0.30 0.76
C 2.52 -0.40 -0.53
C -3.88 0.07 -0.19
H 3.17 -1.15 1.39
H -1.95 0.44 -1.18
H -3.84 -1.01 -0.31
H 2.94 -0.20 -1.52
```

Values from the calculation:
- SMILES: CCN=O.CCN=O
- Multiplicity: 1

(x)
Here is a cluster of 4 separate species, C4H10N2O2 in total from the Open Molecules 2025 dataset. Energies are from ωB97M-V/def2-TZVPD.

Structure (XYZ):
```
18
Properties=species:S:1:pos:R:3
H -0.61 -1.18 -2.43
N 0.54 -0.48 -1.90
C -0.39 1.23 0.06
C -0.92 -1.32 0.11
H 0.93 0.06 3.13
O -1.40 1.78 -0.92
H 0.17 1.20 -2.18
H 0.71 1.61 0.18
C -0.06 -0.25 -0.35
H 2.23 -1.15 -0.41
H -0.69 -1.72 1.23
H -1.02 1.18 1.03
H -2.02 -0.95 -0.01
C 1.44 -0.70 0.32
H -0.87 3.24 -0.84
N 1.87 -0.51 1.45
O 0.88 0.04 2.17
H -0.78 -2.08 -0.63
```

Values from the calculation:
- Multiplicity: 1

Relative energies, kJ/mol: (w) 0.0; (x) 754.8.

(w)
Here is a cluster of 2 separate species, C4H12S in total from the Open Molecules 2025 dataset. Energies are from ωB97M-V/def2-TZVPD.

Structure (XYZ):
```
17
Properties=species:S:1:pos:R:3
H -1.87 -0.50 1.22
H 1.70 -0.30 -2.05
H -0.71 -1.51 0.40
H 2.64 1.13 -2.04
H 1.85 0.61 -0.55
S -0.74 1.51 -0.67
H -0.73 -0.51 3.22
H -1.99 -2.24 1.35
H 0.62 -1.08 2.30
C -0.40 -1.33 2.57
C 0.50 1.51 -2.00
C 1.74 0.70 -1.63
C -1.28 -1.41 1.32
H 0.03 1.13 -2.91
H 0.81 2.53 -2.25
H -0.46 -2.22 3.19
H -1.71 1.97 -1.48
```

Values from the calculation:
- SMILES: CCS.CC
- Multiplicity: 1

(x)
Here is a cluster of 2 separate species, C4H12S in total from the Open Molecules 2025 dataset. Energies are from ωB97M-V/def2-TZVPD.

Structure (XYZ):
```
17
Properties=species:S:1:pos:R:3
H 1.00 -0.27 1.96
C 0.67 1.52 -2.14
H 1.56 -1.56 0.88
C -1.23 -2.05 1.91
C 0.94 2.96 -1.66
H 1.54 0.89 -1.93
S -0.77 -1.00 0.51
H -1.35 -1.48 2.82
H -2.17 -2.54 1.65
H 1.31 0.10 0.28
H 0.84 3.01 -0.58
H -0.20 1.11 -1.63
H 0.21 3.64 -2.08
H 0.49 1.50 -3.21
H -0.48 -2.82 2.05
H 1.95 3.27 -1.92
C 0.94 -0.67 0.95
```

Values from the calculation:
- SMILES: CSC.CC
- Multiplicity: 1

(y)
Here is a cluster of 2 separate species, C4H12S in total from the Open Molecules 2025 dataset. Energies are from ωB97M-V/def2-TZVPD.

Structure (XYZ):
```
17
Properties=species:S:1:pos:R:3
H -3.23 0.27 -1.70
H 2.75 -1.30 2.39
C -2.89 1.21 -1.25
C 2.36 -1.81 0.34
H 1.83 -2.72 0.64
S -4.20 1.50 -0.06
H -0.74 1.25 -1.42
C -1.49 1.03 -0.66
H -2.88 1.90 -2.09
C 3.19 -1.12 1.41
H -3.88 2.74 0.34
H -1.35 0.03 -0.26
H 1.56 -1.15 -0.01
H 2.91 -2.02 -0.57
H -1.34 1.68 0.21
H 4.24 -1.43 1.42
H 3.16 -0.04 1.27
```

Values from the calculation:
- SMILES: CCS.CC
- Multiplicity: 1

Relative energies, kJ/mol: (w) 20.2; (x) 0.0; (y) 14.1.

(w)
Here is a structure of composition C9H9N3OS from the Open Molecules 2025 dataset. Energies are from ωB97M-V/def2-TZVPD.

Structure (XYZ):
```
23
Properties=species:S:1:pos:R:3
C -0.27 -2.88 1.18
O -1.56 0.49 -1.89
C 0.98 -0.74 -1.55
H 0.88 -4.69 1.75
H 2.55 -4.44 0.19
H -0.91 4.69 -0.55
H -0.29 4.16 1.04
N -1.05 -0.82 0.24
H -1.96 2.24 -0.70
H 0.40 2.82 -1.70
H -1.18 -3.05 1.72
C -0.57 3.78 -0.02
S -0.53 0.23 -0.93
C 0.77 -3.81 1.19
C 1.77 -3.64 0.24
C -0.15 -1.78 0.33
C -1.42 2.47 0.19
C 0.93 -1.78 -0.64
N 1.94 -2.71 -0.58
C 0.47 2.79 -0.59
N -0.20 1.65 0.04
H 1.45 2.71 -0.14
H -2.03 2.31 1.17
```

Values from the calculation:
- Multiplicity: 1

(x)
Here is an isolated molecule of C9H9N3OS from the Open Molecules 2025 dataset. Energies are from ωB97M-V/def2-TZVPD.

Structure (XYZ):
```
23
Properties=species:S:1:pos:R:3
N -0.57 0.72 0.14
C -2.87 -2.16 -0.36
H 4.44 -0.54 0.21
H -3.62 -1.92 -1.12
H -1.33 2.60 0.74
C 2.42 -1.20 0.15
C 3.41 -0.24 0.19
H -2.03 -2.69 -0.81
C 1.10 -0.77 0.14
C -1.28 1.97 -0.15
O -2.57 1.59 -0.59
C 0.81 0.61 0.14
C 1.80 1.57 0.16
H 3.91 1.84 0.23
N -0.08 -1.48 0.16
C -1.04 -0.61 0.17
S -3.32 0.46 0.41
H 1.56 2.63 0.16
H -0.79 2.49 -0.98
H 2.65 -2.26 0.15
N -2.37 -0.96 0.26
C 3.10 1.12 0.19
H -3.33 -2.79 0.40
```

Values from the calculation:
- SMILES: CN1SOCn2c1nc1ccccc12
- Multiplicity: 1

Relative energies, kJ/mol: (w) 601.6; (x) 0.0.